Formula: C21H38ClF9N3O6S3
Source: the OMol25 dataset
Level of theory: the ωB97M-V functional and the def2-TZVPD basis

Last columns: bonded neighbours and bond lengths (Å).
Cartesian coordinates (Å):
1 N 0.5849 2.5574 5.2058  C2 1.477, H30 1.044, H31 1.044
2 C -0.3773 1.5594 5.7141  N1 1.477, N3 1.444, N20 1.345
3 N -0.7347 0.5112 4.7878  C2 1.444, C4 1.529, H32 1.028
4 C -0.9704 1.0517 3.3774  N3 1.529, C5 1.631, H33 1.155, H34 1.146
5 C 0.2904 0.6480 2.4246  C4 1.631, C6 1.637, H35 1.141, H36 1.140
6 C -0.1806 0.5302 0.8617  C5 1.637, C7 1.600, H37 1.144, H38 1.160
7 C 0.5544 1.5690 -0.1082  C6 1.600, C8 1.592, H39 1.145, H40 1.158
8 C 2.0122 1.1588 -0.5989  C7 1.592, F9 1.451, F10 1.441, C11 1.588
9 F 2.0495 -0.2906 -0.5423  C8 1.451
10 F 2.1578 1.4258 -2.0071  C8 1.441
11 C 3.2447 1.6330 0.2838  C8 1.588, F12 1.437, F13 1.436, S14 1.856
12 F 3.2639 1.0010 1.5746  C11 1.437
13 F 4.4230 1.1278 -0.3634  C11 1.436
14 S 3.4938 3.4523 0.5546  C11 1.856, F15 1.682, F16 1.698, F17 1.669, F18 1.658, F19 1.671
15 F 4.7370 3.4406 -0.5779  S14 1.682
16 F 4.6378 3.0926 1.7561  S14 1.698
17 F 2.3400 3.5636 1.7554  S14 1.669
18 F 2.4712 3.9351 -0.6576  S14 1.658
19 F 3.8374 5.0640 0.8297  S14 1.671
20 N -0.8681 1.6407 6.9639  C2 1.345, C21 1.516, C26 1.510
21 C -1.8154 0.6047 7.5358  N20 1.516, C22 1.625, H41 1.140, H42 1.152
22 C -1.0266 -0.7780 7.8614  C21 1.625, C23 1.611, H43 1.157, H44 1.153
23 C -1.7518 -1.9870 7.0816  C22 1.611, C24 1.616, H45 1.150, H46 1.146
24 C -0.6658 -2.6917 6.1149  C23 1.616, O25 1.473, H47 1.146, H48 1.146
25 O -1.3286 -3.0016 4.8368  C24 1.473, H49 0.985
26 C -0.5283 2.7603 7.9188  N20 1.510, C27 1.605, H50 1.159, H51 1.148
27 C -1.0095 4.2034 7.4077  C26 1.605, O28 1.247, Cl29 1.819
28 O -2.2122 4.5321 7.4416  C27 1.247
29 Cl 0.2524 5.3617 6.7960  C27 1.819
30 H 1.2094 2.1079 4.5003  N1 1.044
31 H 1.2611 2.8100 5.9596  N1 1.044
32 H -1.6252 0.0428 4.9986  N3 1.028
33 H -1.9159 0.5673 2.9233  C4 1.155
34 H -1.1748 2.1797 3.3728  C4 1.146
35 H 0.9873 1.5511 2.4582  C5 1.141
36 H 0.7746 -0.3374 2.7324  C5 1.140
37 H -0.1991 -0.5515 0.4903  C6 1.144
38 H -1.2936 0.8546 0.8830  C6 1.160
39 H 0.4748 2.6024 0.3784  C7 1.145
40 H -0.0988 1.6354 -1.0615  C7 1.158
41 H -2.6685 0.4794 6.7899  C21 1.140
42 H -2.2611 0.9523 8.5398  C21 1.152
43 H 0.0819 -0.6355 7.5624  C22 1.157
44 H -1.0168 -0.9341 9.0042  C22 1.153
45 H -2.1661 -2.6989 7.8838  C23 1.150
46 H -2.6170 -1.6556 6.4063  C23 1.146
47 H 0.2156 -1.9953 5.8886  C24 1.146
48 H -0.3268 -3.6904 6.5635  C24 1.146
49 H -0.6636 -3.4824 4.2911  O25 0.985
50 H 0.6295 2.7852 7.9564  C26 1.159
51 H -0.8506 2.5288 8.9964  C26 1.148
52 C 2.8210 0.9454 -5.8994  C53 1.530, C58 1.523, H59 1.092, H60 1.095
53 C 1.4510 1.1958 -5.2654  C52 1.530, C54 1.530, H61 1.095, H62 1.092
54 C 0.4234 1.2458 -6.3975  C53 1.530, S55 1.789, H63 1.091, H64 1.091
55 S 1.0777 0.2238 -7.7123  C54 1.789, O56 1.444, O57 1.446, C58 1.784
56 O 1.3704 1.0661 -8.8477  S55 1.444
57 O 0.2764 -0.9747 -7.8266  S55 1.446
58 C 2.6127 -0.1843 -6.8995  C52 1.523, S55 1.784, H65 1.090, H66 1.092
59 H 3.5726 0.6852 -5.1513  C52 1.092
60 H 3.1584 1.8484 -6.4185  C52 1.095
61 H 1.2091 0.3732 -4.5844  C53 1.095
62 H 1.4386 2.1188 -4.6813  C53 1.092
63 H -0.5434 0.8526 -6.0813  C54 1.091
64 H 0.3039 2.2590 -6.7850  C54 1.091
65 H 3.4136 -0.2613 -7.6343  C58 1.090
66 H 2.4762 -1.1407 -6.3897  C58 1.092
67 C -2.8622 -5.1289 -7.8742  C68 1.530, C73 1.523, H74 1.092, H75 1.095
68 C -1.7476 -4.0884 -8.0020  C67 1.530, C69 1.529, H76 1.095, H77 1.092
69 C -2.0997 -2.9229 -7.0763  C68 1.529, S70 1.789, H78 1.090, H79 1.091
70 S -3.0831 -3.6151 -5.7518  C69 1.789, O71 1.445, O72 1.447, C73 1.784
71 O -4.4190 -3.0703 -5.8361  S70 1.445
72 O -2.3161 -3.5905 -4.5247  S70 1.447
73 C -3.1124 -5.2849 -6.3800  C67 1.523, S70 1.784, H80 1.090, H81 1.092
74 H -2.5851 -6.0789 -8.3356  C67 1.092
75 H -3.7674 -4.7631 -8.3696  C67 1.095
76 H -0.7970 -4.5328 -7.6895  C68 1.095
77 H -1.6271 -3.7495 -9.0331  C68 1.092
78 H -1.2073 -2.4575 -6.6587  C69 1.090
79 H -2.7042 -2.1732 -7.5896  C69 1.091
80 H -4.0700 -5.7519 -6.1508  C73 1.090
81 H -2.3004 -5.8361 -5.9004  C73 1.092

Computed properties:
Strongest force on any atom (eV/A): 5.37
Spin multiplicity: 1
Charge: +1
LUMO energy (eV): -3.594

Atomic partial charges in e from the Mulliken method, atoms 1 to 4:
1 N -0.4053
2 C 0.2105
3 N 0.2463
4 C -1.0142